(1)
Below is 15 unconnected molecules or ions with the total composition C17H66N20O15 at a distorted geometry, with properties calculated with ωB97M-V/def2-TZVPD.

CARTESIAN COORDINATES (ANGSTROEM)
O  0.37686  3.51849  1.11774
O  2.20040  -0.04036  3.27675
O  2.85458  0.04425  -1.88217
O  -2.94906  -0.61419  -3.10413
O  -1.75345  4.35855  -1.45991
O  1.73536  -1.79016  -5.16586
O  -4.08434  -3.47105  -2.10699
O  4.85667  2.22958  0.37380
O  2.47078  -5.12027  1.15810
O  -0.48784  5.82381  -3.28089
O  -1.95497  -1.53183  1.49129
O  -2.62271  -0.51436  6.27539
O  -0.50821  1.70141  -1.54543
O  -3.42175  4.81167  0.81558
O  -0.86216  2.99982  -5.06204
N  -0.77072  3.37435  2.88387
N  -0.37812  -2.37161  -5.50700
N  -0.51163  1.06626  -4.27207
N  1.56951  6.62792  -3.50606
N  3.19076  3.10341  1.69883
N  1.61388  -2.06302  2.79685
N  2.34493  -0.90559  1.19852
N  -0.70279  -3.63108  0.21192
N  -3.60429  -1.69558  -0.85568
N  -0.77569  1.23941  -6.43146
N  3.78784  -1.42511  -3.27904
N  -1.79054  1.17104  0.18270
N  1.43024  4.58292  -3.03532
N  5.01789  -0.40938  -1.87637
N  -3.72933  -3.67444  -0.00785
N  0.37729  -1.64567  -3.52953
N  2.71906  2.16929  -0.15426
N  -0.28762  -0.27697  -0.52886
N  -0.83689  0.44345  3.17744
N  -0.17840  5.35008  2.37850
C  -3.97298  -0.67901  6.66880
C  -0.18475  4.08561  2.06786
C  1.59789  -4.48180  0.28372
C  -1.05066  -0.01738  4.53087
C  -2.48398  0.20784  5.06595
C  -0.54565  -5.97095  0.63308
C  -3.74914  -2.94259  -1.06102
C  3.87007  -4.89744  0.82412
C  0.74394  5.65192  -3.34133
C  -0.73387  1.82728  -5.27263
C  -0.17443  0.71430  5.51873
C  -0.82862  0.90640  -0.67161
C  2.06266  -0.91876  2.45589
C  3.84999  -0.47811  -2.36465
C  3.65048  2.49336  0.69990
C  0.63019  -1.95619  -4.74065
C  0.17856  -4.62677  0.87953
H  -1.47044  -2.33832  1.31512
H  -0.54886  -3.75516  -0.77854
H  2.21086  4.59970  -3.67599
H  1.56967  -2.84233  2.15591
H  -3.72692  -3.23055  0.89937
H  -3.07573  -0.28307  4.29332
H  5.72727  -0.69535  -2.53600
H  -4.50796  0.18324  7.06682
H  -1.68931  -3.82523  0.30767
H  1.21213  7.57258  -3.50763
H  -0.66142  -1.03286  4.60436
H  2.45157  0.02054  0.80991
H  -1.43749  -6.06422  1.25278
H  2.20937  3.31138  1.81603
H  2.52755  6.44858  -3.24136
H  -0.60125  1.82953  -7.23236
H  1.75138  -4.90858  -0.70744
H  -2.37702  1.98050  0.03809
H  4.39942  -5.57796  1.49104
H  -3.93431  -4.66208  -0.05947
H  -3.14114  -1.32507  -0.03818
H  0.43389  6.04601  1.97740
H  -1.18740  -0.29470  2.58383
H  3.87273  3.04662  2.44165
H  4.04284  -3.83260  0.98015
H  -4.53014  -1.04865  5.80797
H  -0.42178  1.77571  5.53700
H  -1.98423  0.55026  0.95550
H  -2.89227  4.75049  0.02050
H  -3.80313  -0.28538  -2.82361
H  1.76099  2.36885  0.09545
H  -0.60188  0.24560  -6.47864
H  0.91311  3.74385  -2.81478
H  -0.23810  0.09490  -4.31360
H  0.57210  -0.30046  -1.05841
H  2.93151  1.44287  -0.82305
H  4.60510  -1.75745  -3.77071
H  2.98248  -1.53598  -3.87837
H  1.89563  -3.45140  0.08946
H  -2.38459  -1.68878  2.33213
H  -0.57110  -0.89238  0.22015
H  0.19676  -4.42514  1.95056
H  -4.17909  -1.34434  7.50723
H  -2.83674  4.52351  1.51626
H  -2.42540  0.17335  -3.25181
H  4.09992  -5.12401  -0.21701
H  -1.34609  4.86160  -2.16506
H  -0.25686  0.29547  6.52168
H  2.28517  -1.71921  0.60306
H  -1.30856  -2.08946  -5.23356
H  -2.76719  1.25841  5.00131
H  -0.52688  -1.79199  -3.10392
H  -3.42082  -1.23187  -1.73398
H  -0.64305  5.64514  3.22535
H  -0.74659  2.36814  2.80001
H  0.04140  0.85666  2.89823
H  -1.49325  3.89100  3.36461
H  -0.28958  1.62541  -3.46079
H  0.15517  -6.71632  1.00910
H  -0.24538  -2.64384  -6.47053
H  -0.93462  -6.06693  -0.38062
H  -1.21670  3.56936  -1.38707
H  1.10407  -1.29226  -2.92373
H  1.22561  -2.24134  3.71202
H  0.89527  0.70376  5.30963
H  5.15504  0.17950  -1.06736

total energy = -2910.883551 Eh
frontier orbital gap (alpha / beta) = 9.086 / 2.243 eV
highest occupied orbital energy (alpha / beta) = -11.1 / -10.7 eV
total charge = +1
multiplicity = 2

---

(2)
Below is a molecular structure, C17H6Cl3N4RuS2 at a distorted geometry, with properties calculated with ωB97M-V/def2-TZVPD.

CARTESIAN COORDINATES (ANGSTROEM)
Ru  0.98477  -0.07548  -0.51673
Cl  -4.03459  -0.93467  0.15720
Cl  -3.74152  1.95321  -0.18318
Cl  -4.25657  0.26358  -2.49746
S  2.12844  1.85820  -1.26135
S  1.80510  0.41133  1.62838
N  2.98114  -7.02615  -0.32614
N  -2.55423  4.35974  3.49050
N  -0.91595  -0.04045  -1.16168
N  -2.53030  5.70246  -0.24090
C  0.09833  3.45650  -0.41572
C  2.08460  -4.61800  -0.56750
C  1.11384  -2.05074  -0.69481
C  -0.79961  3.94217  0.50513
C  2.58209  -5.95566  -0.44492
C  0.70511  -4.39626  -0.61757
C  2.49126  -2.26701  -0.69885
C  -0.81516  3.42878  1.83051
C  -1.76207  3.95160  2.76595
C  -2.04017  0.15935  -1.07657
C  -3.47101  0.36381  -0.92518
C  0.91196  1.85904  1.24422
C  -1.74560  4.94106  0.11042
C  2.98944  -3.55571  -0.62230
C  0.98449  2.41709  -0.07153
C  0.03692  2.40925  2.19109
C  0.21250  -3.10487  -0.69653
H  0.01927  2.02071  3.20009
H  0.02834  -5.23905  -0.59439
H  4.05358  -3.74569  -0.60439
H  0.12823  3.87374  -1.41312
H  -0.85596  -2.93531  -0.72926
H  3.18332  -1.42659  -0.76343

ΔE to the lowest compared entry with this formula, charge and spin = 132.48 kJ/mol
total energy = -3141.897717 Eh
frontier orbital gap (alpha / beta) = 6.199 / 6.217 eV
highest occupied orbital energy (alpha / beta) = -12.6 / -12.6 eV
total charge = +1
multiplicity = 1

---

(3)
Below is 12 unconnected molecules or ions with the total composition C17H6Cl44N3O at a distorted geometry, with properties calculated with ωB97M-V/def2-TZVPD.

CARTESIAN COORDINATES (ANGSTROEM)
Cl  -6.78313  -3.79858  -3.71510
Cl  -3.74982  3.25115  2.97748
Cl  -2.04103  0.12179  6.27209
Cl  -3.13261  -2.16495  4.88306
Cl  -5.24959  9.33049  2.80145
Cl  4.52208  -2.81402  -4.10060
Cl  -6.19906  2.09021  0.24218
Cl  -0.29613  -1.64502  4.78570
Cl  6.27397  6.24654  -2.42177
Cl  -1.51872  -2.54781  7.24370
Cl  3.94229  5.03011  -1.21937
Cl  5.85725  6.44226  0.42967
Cl  6.69049  0.69074  -4.66023
Cl  3.83483  -4.57383  -1.91558
Cl  -3.51867  7.61864  1.24988
Cl  4.18503  0.78617  -6.09033
Cl  1.81036  -3.75839  -3.80582
Cl  -0.36995  -5.09985  2.85261
Cl  5.20929  3.16534  -4.80537
Cl  -1.89111  -10.32238  1.70777
Cl  -4.65305  1.27770  -2.05677
Cl  -4.58675  6.69516  3.77519
Cl  -3.48507  1.16714  0.58587
Cl  4.20570  0.97158  -3.21422
Cl  0.83304  -1.93270  -9.98032
Cl  0.32295  -0.48093  -7.53586
Cl  2.34317  -6.01065  3.25501
Cl  -9.13245  -4.86504  -2.41985
Cl  -1.02150  2.37710  3.28742
Cl  0.88073  -4.83014  5.44173
Cl  -7.20339  -3.35533  -0.89226
Cl  -5.56377  -0.69706  -0.16178
Cl  2.88737  -1.84693  -1.92423
Cl  1.76626  -3.18095  3.21915
Cl  -0.04139  -8.10766  1.82670
Cl  -1.64759  5.21071  3.19547
Cl  -8.87700  -2.01842  -2.82810
Cl  -2.35680  -7.96273  0.10862
Cl  3.03881  -1.00854  -8.36292
Cl  1.42775  0.88772  -9.82700
Cl  -2.40749  3.64890  5.49371
Cl  -6.32843  6.99608  1.49252
Cl  4.15595  7.91183  -1.38436
Cl  -0.18225  -9.74787  -0.54718
O  2.19565  3.18148  0.92578
N  3.26152  -1.46148  2.14698
N  2.36923  3.14271  -1.52119
N  1.22736  2.17032  1.20587
C  -1.74979  -1.56190  5.79970
C  2.41817  0.10194  0.49869
C  2.26178  3.35646  -0.38600
C  -8.00126  -3.51071  -2.46639
C  5.07560  1.40592  -4.69714
C  3.07827  -1.05646  0.89390
C  -4.97912  0.95633  -0.35093
C  5.06277  6.41490  -1.14940
C  -2.21973  3.63586  3.74418
C  2.72306  -0.65818  3.06113
C  1.91155  0.90862  1.50714
C  1.40395  -0.63363  -8.92966
C  -1.11729  -9.03755  0.77431
C  3.26545  -3.25715  -2.94397
C  2.04993  0.51958  2.82214
C  1.15126  -4.78398  3.69552
C  -4.92270  7.66239  2.33010
H  0.58245  2.08869  0.40743
H  0.69933  2.43463  2.06700
H  3.51309  -1.70018  0.09982
H  2.29759  0.38118  -0.54688
H  1.64679  1.10257  3.64910
H  2.84454  -0.94998  4.10478

total energy = -21138.763799 Eh
frontier orbital gap = 8.032 eV
highest occupied orbital energy = -12.5 eV
total charge = +1
multiplicity = 1

---

(4)
Below is a molecular structure, C17H8BF4N5O3PdS3, with properties calculated with ωB97M-V/def2-TZVPD.

CARTESIAN COORDINATES (ANGSTROEM)
Pd  -1.91656  -0.52961  1.71869
S  -3.74001  0.39848  0.58739
S  6.33914  0.09913  -3.18728
S  -1.61712  1.51933  2.79936
F  -3.45457  -3.75213  3.14770
F  -1.84432  -4.82058  1.89064
F  -1.44301  -2.69477  2.69174
F  -2.94179  -2.97419  1.02681
O  7.61802  -0.31196  -2.63491
O  5.75298  1.26630  -2.56077
O  6.26263  0.07796  -4.63829
N  5.63316  -2.50187  -3.10733
N  -4.00115  7.15338  2.84250
N  4.13928  -1.01607  -2.02457
N  -0.17896  -1.01761  0.50519
N  -6.65017  5.75011  0.05014
C  -2.92186  3.85784  2.49009
C  1.11500  -2.62790  -0.67285
C  -4.80115  4.23552  1.03430
C  -3.73975  2.04440  1.12865
C  3.34060  -2.03252  -1.70137
C  -4.70543  2.91704  0.61438
C  -2.83332  2.52401  2.08103
C  1.90488  -0.39261  -0.47218
C  -3.89154  4.71525  1.98983
C  3.66444  -3.33177  -2.05590
C  0.76192  -0.10083  0.24691
C  -5.82422  5.08357  0.49443
C  4.83741  -3.50400  -2.77305
C  -0.00676  -2.25770  0.04045
C  2.10368  -1.68965  -0.93960
C  5.24483  -1.28317  -2.71151
C  -3.95903  6.06978  2.45780
B  -2.44890  -3.60414  2.20984
H  5.15217  -4.49567  -3.08401
H  0.57060  0.89182  0.63257
H  -5.40326  2.53961  -0.12198
H  -0.78919  -2.96621  0.26370
H  2.65227  0.36244  -0.67607
H  3.05210  -4.17954  -1.78964
H  1.18632  -3.64746  -1.01932
H  -2.21936  4.22604  3.22647

total energy = -2899.301689 Eh
frontier orbital gap (alpha / beta) = 7.252 / 6.856 eV
highest occupied orbital energy (alpha / beta) = -3.8 / -4.1 eV
total charge = -2
multiplicity = 3